Below is C26H28Cl2N3O4Pt as an isolated structure, with properties calculated with the ωB97M-V functional and the def2-TZVPD basis.

Last column: natural (NBO) charge in e.
Positions of all 64 atoms, in Å:
1 Pt -0.3884 -0.5677 0.4636  0.9231
2 O -3.9412 -0.1553 -1.3981  -0.6753
3 C -2.7820 -0.3643 -1.0421  0.6087
4 N -2.1760 0.0662 0.0575  -0.5633
5 C -2.8061 0.8936 1.0542  -0.2573
6 C -1.7667 1.3071 2.0701  0.2596
7 C -1.9950 2.3203 2.9845  -0.2460
8 C -0.9827 2.6973 3.8505  -0.1468
9 C 0.2470 2.0664 3.7719  -0.2578
10 C 0.4199 1.0632 2.8390  0.0950
11 N -0.5763 0.6758 2.0399  -0.4343
12 C -1.8086 -1.1577 -1.8960  0.1594
13 C -2.1031 -1.5312 -3.1887  -0.2173
14 C -1.1122 -2.1357 -3.9484  -0.1555
15 C 0.1428 -2.3322 -3.3977  -0.2490
16 C 0.3692 -1.9408 -2.0902  0.1090
17 N -0.5992 -1.4014 -1.3582  -0.4185
18 H -3.6215 0.3591 1.5594  0.2082
19 H -3.2429 1.7885 0.6020  0.2288
20 H -2.9541 2.8206 2.9902  0.2176
21 H -1.1464 3.4950 4.5640  0.2120
22 H 1.0794 2.3514 4.3989  0.2277
23 H 1.3704 0.5586 2.7068  0.2501
24 H -3.0906 -1.3107 -3.5688  0.2438
25 H -1.3110 -2.4280 -4.9716  0.2111
26 H 0.9511 -2.7635 -3.9710  0.2199
27 H 1.3307 -2.0317 -1.6047  0.2351
28 Cl 4.2290 2.4064 2.0494  0.6477
29 C 4.0820 1.1364 3.1113  -0.8696
30 Cl 4.1464 -0.4032 0.6180  0.9247
31 C 1.2910 1.6738 -1.0189  0.6293
32 O 1.0138 0.9319 -1.9899  -0.8101
33 O 0.5125 2.2666 -0.2372  -0.8056
34 H 3.3884 1.6033 3.8338  0.1223
35 C 5.0262 1.9742 0.6929  -0.9013
36 C 4.2080 -0.5479 -0.9990  -0.5916
37 C 4.1381 -1.8403 -1.7322  -0.6431
38 C 3.6582 -1.9991 1.2280  -0.1941
39 C 4.6550 -2.8761 1.5905  -0.2034
40 C 4.2697 -4.0851 2.1346  -0.2880
41 C 2.9077 -4.3189 2.3069  -0.1873
42 C 1.8984 -3.4297 1.9602  -0.0288
43 C 0.4761 -3.8357 2.3030  -0.2433
44 C -0.1967 -2.8619 3.2719  -0.6003
45 C -0.3895 -4.1265 1.0772  -0.6015
46 C 2.2643 -2.1852 1.3533  0.3463
47 O 1.5275 -1.2172 0.9236  -0.7734
48 H 5.1985 2.9030 0.1364  0.1664
49 H 5.3082 -0.3808 1.3813  0.1521
50 H 2.3827 1.8126 -0.8095  0.0177
51 H 4.2161 0.4395 -1.4245  0.2589
52 H 3.5610 -2.5982 -1.1997  0.2122
53 H 5.1021 -2.2923 -2.0018  0.1889
54 H 3.6086 -1.6248 -2.6635  0.2310
55 H 5.6965 -2.6148 1.4427  0.2220
56 H 5.0026 -4.8218 2.4325  0.2088
57 H 2.6045 -5.2578 2.7592  0.1970
58 H 0.5788 -4.7842 2.8406  0.1874
59 H -0.3503 -1.8880 2.8090  0.2191
60 H 0.4119 -2.7286 4.1684  0.2050
61 H -1.1746 -3.2464 3.5731  0.1973
62 H -0.6329 -3.2115 0.5420  0.2199
63 H -1.3301 -4.5927 1.3823  0.1981
64 H 0.1235 -4.8066 0.3936  0.2014

- E_LUMO (eV) = 2.48
- energy (eV) = -68355.9628
- multiplicity = 1
- HOMO-LUMO gap (eV) = 5.936
- charge = -1